No. 1
Computed, not measured: a cluster of 2 separate species, C2H5BrO2P in total, with wB97M-V/def2-TZVPD.

## Properties
* energy relative to the best compared isomer or geometry (same formula, charge and spin): 107.8 kcal/mol
* gap between HOMO and LUMO (spin up / spin down): 6.451 / 6.455 eV
* highest occupied orbital energy (spin up / spin down): -2.8 / -2.8 eV
* energy: -3145.0612 hartree
* total charge: -1
* 2S+1: 1

Last column: Löwdin charge in e.
Positions of all 11 atoms, in Å:
C -0.718 1.253 -0.786  -0.1869
C -0.243 -0.168 -0.284  -0.3591
O 0.291 -0.591 2.962  -0.6684
O -0.354 -1.031 -1.557  -0.2400
P 1.271 0.011 2.058  0.3340
Br 2.680 -1.763 1.547  -0.0921
H -1.732 1.519 -0.353  0.0554
H 0.095 1.938 -0.513  0.0240
H -0.804 1.211 -1.914  0.0575
H 0.454 -1.577 -1.542  0.0356
H -0.938 -0.800 0.382  0.0401

Cartesian forces (eV/Å) of the 6 atoms listed first:
-0.3 -1.4 0.3
-1.4 -1.2 0.0
-0.9 -0.2 0.8
1.7 0.3 1.1
-0.3 0.3 -2.2
0.5 -0.4 -0.2


No. 2
Computed, not measured: the molecule C9H21BN4O4, with wB97M-V/def2-TZVPD.

## Properties
* energy relative to the best compared isomer or geometry (same formula, charge and spin): 10.4 kcal/mol
* gap between HOMO and LUMO: 9.388 eV
* highest occupied orbital energy: -9.1 eV
* energy: -900.4831 hartree
* 2S+1: 1

Last column: Löwdin charge in e.
Positions of all 39 atoms, in Å:
H -3.441 3.080 0.169  0.0262
N -2.627 3.628 0.191  0.1414
C -1.576 3.168 0.762  -0.5138
N -0.400 3.903 0.791  -0.0535
C -0.353 5.254 0.281  -0.0948
N -1.509 1.856 1.229  0.0395
C -1.657 0.720 0.334  -0.1266
C -0.305 0.329 -0.261  -0.4142
N 0.279 1.511 -0.964  0.1222
C -0.467 -0.801 -1.292  -0.1111
C -0.605 -2.205 -0.703  -0.1851
C 0.138 -3.262 -1.489  -0.2083
C 1.619 -3.334 -1.177  -0.0879
B 1.831 -4.019 0.240  -0.5954
O 1.914 -3.164 1.352  0.1119
O 2.041 -5.404 0.344  0.1429
C 0.748 -0.034 0.815  -0.4165
O 1.847 -0.335 0.403  0.0849
O 0.503 -0.086 2.171  0.1011
H 0.200 3.777 1.629  0.1509
H 0.468 5.443 -0.363  0.0637
H -0.395 6.008 1.056  0.0782
H -1.253 5.369 -0.341  0.0752
H -0.654 1.670 1.754  0.0948
H -2.104 -0.113 0.867  0.1298
H -2.335 0.966 -0.459  0.1205
H 1.271 1.316 -0.990  0.0781
H 0.152 2.331 -0.359  0.0465
H 0.442 -0.741 -1.880  0.1162
H -1.301 -0.592 -1.963  0.1304
H -1.641 -2.469 -0.567  0.1134
H -0.234 -2.199 0.312  0.0954
H -0.309 -4.249 -1.328  0.1203
H 0.004 -3.058 -2.543  0.1111
H 2.141 -3.838 -1.947  0.0933
H 2.052 -2.324 -1.100  0.1027
H 1.905 -2.193 1.113  0.0669
H 2.288 -5.524 1.274  0.0997
H 1.321 -0.382 2.637  0.1495

Cartesian forces (eV/Å) of the 6 atoms listed first:
-0.8 -1.3 0.2
2.1 1.6 0.2
-2.2 -0.2 -1.3
1.3 -0.1 1.4
-1.9 0.2 -0.3
1.0 -0.1 1.3